{"formula": "C62H116N8O13", "method": "ωB97M-V/def2-TZVPD", "charge": 4, "homo_energy_ev": -14.35, "lumo_ev": -7.79, "symbols": ["C", "N", "C", "C", "C", "C", "C", "C", "C", "C", "N", "C", "C", "C", "H", "H", "H", "H", "H", "H", "H", "H", "H", "H", "H", "H", "H", "H", "C", "N", "C", "C", "C", "C", "C", "C", "C", "C", "N", "C", "C", "C", "H", "H", "H", "H", "H", "H", "H", "H", "H", "H", "H", "H", "H", "H", "C", "C", "N", "C", "C", "C", "C", "C", "O", "C", "H", "H", "H", "H", "H", "H", "H", "H", "H", "H", "H", "H", "H", "H", "H", "H", "H", "H", "H", "H", "C", "C", "N", "C", "C", "C", "C", "C", "O", "C", "H", "H", "H", "H", "H", "H", "H", "H", "H", "H", "H", "H", "H", "H", "H", "H", "H", "H", "H", "H", "C", "C", "N", "C", "C", "C", "C", "C", "O", "C", "H", "H", "H", "H", "H", "H", "H", "H", "H", "H", "H", "H", "H", "H", "H", "H", "H", "H", "H", "H", "C", "O", "C", "C", "N", "H", "H", "C", "C", "O", "C", "H", "H", "H", "H", "H", "H", "H", "H", "H", "H", "H", "H", "H", "H", "C", "C", "O", "O", "H", "H", "H", "C", "C", "O", "O", "H", "H", "H", "C", "C", "O", "O", "H", "H", "H", "C", "C", "O", "O", "H", "H", "H"], "positions_angstrom": [[-5.196518, 8.593096, 7.086232], [-4.054897, 7.685112, 7.199832], [-3.108369, 7.776598, 8.157311], [-2.142122, 6.732644, 8.216182], [-2.135548, 5.675465, 7.262185], [-3.070631, 5.707805, 6.238940], [-4.011343, 6.683069, 6.258145], [-1.150038, 4.538413, 7.407275], [-0.508245, 3.828329, 6.399771], [0.392469, 2.836984, 6.719148], [0.618400, 2.511792, 7.984040], [0.064235, 3.210465, 8.954563], [-0.853202, 4.201956, 8.731740], [1.685897, 1.551032, 8.313035], [-5.394985, 8.717994, 6.042846], [-4.875814, 9.598788, 7.347875], [-6.110201, 8.290181, 7.552834], [-3.143957, 8.582713, 8.877925], [-1.416501, 6.744858, 8.942840], [-3.189663, 4.958637, 5.435887], [-4.788659, 6.744103, 5.535866], [-0.863079, 4.001512, 5.400511], [0.852434, 2.253631, 5.972755], [0.356812, 2.870569, 9.962747], [-1.276152, 4.726090, 9.517212], [1.419122, 1.006359, 9.223812], [2.650695, 2.133021, 8.324276], [1.810145, 0.951617, 7.392894], [-5.082323, 4.076622, 0.484243], [-5.426342, 2.684355, 0.846189], [-4.653443, 2.146667, 1.825567], [-4.828681, 0.820530, 2.079741], [-5.930761, 0.202594, 1.510183], [-6.737347, 0.765521, 0.546586], [-6.440722, 2.091448, 0.240456], [-6.229128, -1.173114, 2.058052], [-7.464200, -1.621984, 2.405395], [-7.629222, -2.861241, 2.893133], [-6.565462, -3.674624, 2.938638], [-5.398706, -3.335611, 2.500471], [-5.189114, -2.041080, 2.096755], [-6.796621, -5.075975, 3.423237], [-4.367215, 4.402455, 1.179899], [-5.908534, 4.699725, 0.423191], [-4.668637, 4.127660, -0.570081], [-4.003160, 2.771793, 2.369147], [-4.216719, 0.280337, 2.825707], [-7.668609, 0.307993, 0.146438], [-6.968172, 2.748592, -0.466128], [-8.296314, -0.970141, 2.357811], [-8.508955, -3.194145, 3.333700], [-4.522352, -3.975598, 2.574111], [-4.227240, -1.788520, 1.711692], [-5.878850, -5.337431, 4.008413], [-7.013785, -5.700845, 2.566090], [-7.693376, -5.046643, 4.018070], [-0.937191, -2.001210, 4.363984], [0.035297, -1.797683, 3.241647], [0.931263, -2.999587, 2.950744], [0.129023, -4.234063, 3.077682], [1.318199, -2.844105, 1.445356], [2.508932, -1.922877, 1.180365], [2.015165, -3.057444, 3.960602], [2.841051, -4.360984, 3.958887], [2.166919, -5.512405, 4.375537], [2.949295, -6.712699, 4.248071], [-1.636291, -2.761548, 3.997624], [-1.408719, -1.043223, 4.478265], [-0.536671, -2.365398, 5.319038], [0.782309, -1.025780, 3.520059], [-0.540332, -1.562089, 2.289577], [0.600489, -5.139673, 2.722331], [-0.840979, -4.202154, 2.574708], [-0.102849, -4.468898, 4.127918], [0.439645, -2.505510, 0.917943], [1.514568, -3.874652, 1.059026], [2.498482, -1.095714, 1.840085], [2.457377, -1.547593, 0.195144], [3.400186, -2.437941, 1.298705], [1.547006, -2.762715, 4.876770], [2.708401, -2.202702, 3.685586], [3.729653, -4.279299, 4.603283], [3.256119, -4.431996, 2.924521], [3.376331, -6.742223, 3.199461], [2.272794, -7.556564, 4.411094], [3.796668, -6.710905, 4.944773], [-0.778477, -0.986736, -13.716799], [0.519256, -1.562582, -13.246943], [0.953397, -1.166435, -11.895795], [2.322728, -1.849160, -11.708468], [1.206831, 0.361627, -11.727757], [1.831298, 1.013492, -12.870235], [0.015000, -1.745478, -10.755734], [0.075016, -1.210285, -9.360098], [1.335221, -1.402697, -8.764763], [1.417452, -0.831781, -7.449270], [-0.735732, -0.898940, -14.793169], [-1.102774, 0.015371, -13.395924], [-1.582696, -1.694217, -13.514375], [1.369274, -1.284387, -13.836061], [0.440835, -2.599259, -13.245345], [2.680449, -1.690538, -10.674219], [2.950415, -1.363852, -12.464213], [2.172463, -2.907541, -11.879857], [1.831455, 0.359794, -10.861650], [0.202951, 0.759425, -11.557189], [1.902007, 2.115572, -12.787581], [1.124423, 0.830573, -13.717190], [2.866482, 0.682343, -12.970674], [0.297088, -2.834198, -10.778633], [-0.989248, -1.502744, -11.073144], [-0.701461, -1.748273, -8.830601], [-0.242668, -0.150183, -9.407845], [2.282189, -1.191531, -6.907465], [0.460669, -1.154138, -6.855207], [1.471220, 0.261621, -7.499607], [9.590892, 1.995655, 3.327553], [8.209672, 1.481390, 3.548337], [8.116385, -0.006764, 3.549772], [9.100126, -0.519489, 4.476166], [6.699254, -0.317660, 4.194945], [6.242655, -1.784791, 4.276939], [8.258935, -0.599913, 2.134493], [7.024472, -0.412437, 1.277737], [6.991427, 0.883215, 0.751413], [5.824684, 1.002046, -0.044359], [10.118041, 2.159087, 4.306007], [9.538717, 2.957624, 2.856738], [10.204518, 1.327846, 2.769283], [7.485355, 1.687638, 2.764514], [7.790028, 1.919009, 4.442675], [8.817725, -1.480897, 4.846850], [9.193489, 0.186051, 5.340383], [10.102277, -0.671529, 4.041669], [6.057026, 0.311258, 3.539314], [6.798805, -0.036353, 5.234464], [6.768437, -2.429932, 4.961886], [6.210048, -2.216523, 3.294211], [5.219090, -1.735693, 4.665390], [8.406864, -1.709000, 2.268809], [9.104102, -0.108053, 1.766240], [6.117642, -0.663296, 1.764583], [7.074031, -1.016724, 0.347299], [5.924414, 0.283982, -0.870547], [5.813516, 1.924507, -0.584458], [4.862744, 0.851693, 0.494208], [0.913294, -2.323242, -2.725418], [0.322130, -1.279852, -3.417237], [-1.097898, -1.311128, -3.076820], [-1.877631, -0.068368, -3.379320], [-1.740078, 0.431649, -4.763982], [-0.781539, 0.576304, -4.938775], [-2.433370, -0.816288, -5.734479], [-2.436394, 1.693588, -4.960574], [-2.063326, 2.311362, -6.305595], [-0.676057, 2.556397, -6.510104], [-0.589665, 3.261890, -7.781200], [1.904516, -2.580133, -3.180163], [0.300023, -3.212302, -2.796706], [1.044676, -1.992583, -1.678875], [-1.242916, -1.525254, -1.968330], [-1.439590, -2.167370, -3.658647], [-1.484454, 0.696073, -2.676494], [-2.929941, -0.259245, -3.184852], [-2.140324, 2.426851, -4.148192], [-3.499618, 1.466541, -4.724085], [-2.727052, 3.189146, -6.440965], [-2.424277, 1.591685, -7.088800], [0.336736, 2.999549, -8.176095], [-0.651542, 4.322492, -7.661026], [-1.360109, 2.977464, -8.502289], [2.106017, 2.428361, 3.759572], [2.181302, 0.950649, 4.233266], [1.479516, 0.747412, 5.288909], [2.949143, 0.224898, 3.581074], [2.557402, 3.049558, 4.557743], [1.065127, 2.743465, 3.627917], [2.716612, 2.718096, 2.894211], [-4.441248, -3.113274, -6.597485], [-3.923922, -1.941070, -5.778841], [-4.319180, -1.418500, -4.767998], [-2.810154, -1.476397, -6.360380], [-3.761875, -3.370166, -7.462621], [-5.431154, -2.836519, -7.004261], [-4.681465, -3.992808, -5.979796], [-3.126971, -3.917622, -0.569314], [-2.820424, -3.541121, 0.862132], [-2.533190, -2.337282, 1.091305], [-2.999359, -4.376276, 1.745882], [-3.028718, -5.015367, -0.621836], [-2.432816, -3.374658, -1.151840], [-4.153393, -3.592912, -0.632400], [-1.680003, 1.727699, 3.882911], [-2.612782, 2.756890, 4.461635], [-2.931003, 2.645349, 5.649729], [-2.903122, 3.784961, 3.690854], [-0.649929, 1.931779, 4.177252], [-1.812249, 1.681619, 2.786980], [-2.006621, 0.778666, 4.343543]], "atomic_forces_ev_per_a": [[0.8, 1.5, -0.6], [0.2, -1.1, -0.4], [0.7, -2.1, -0.5], [-2.3, 0.3, -2.4], [0.5, 0.3, 0.5], [-0.3, -0.7, -0.6], [0.0, 1.3, 1.1], [-0.2, 0.6, 1.1], [-1.1, 0.6, 0.3], [-1.3, 0.9, -0.2], [0.9, 0.4, -0.1], [-0.5, -0.3, 2.4], [1.1, -0.8, -1.8], [1.1, 0.3, -1.4], [-0.2, -0.2, -0.7], [-0.1, -0.1, 0.7], [-0.1, -0.4, 0.7], [-0.1, 0.0, -0.1], [1.5, 0.3, 1.6], [0.5, 0.1, 0.4], [-0.4, -0.1, -0.5], [0.6, 0.1, -0.4], [0.7, -0.9, -0.8], [-0.3, 0.5, -0.5], [-0.7, 0.6, 1.5], [0.4, 0.1, -0.3], [-1.0, -0.6, 0.7], [-0.3, -0.4, 0.7], [1.1, -1.2, -2.4], [0.9, 1.6, 0.7], [-1.1, -1.2, -1.4], [0.1, -0.1, 0.9], [-0.5, -2.2, 0.8], [-1.0, 1.3, -0.2], [-0.5, -0.6, -0.7], [1.0, 1.2, -1.5], [-1.3, 1.0, 0.1], [1.3, 0.0, -0.1], [-2.2, -2.2, 0.8], [2.0, 0.7, 0.4], [0.3, -0.2, -0.4], [1.0, 0.8, 0.3], [0.9, 0.7, 0.8], [-1.8, 1.0, 0.5], [-0.1, -0.4, 1.3], [1.2, 1.0, 0.5], [-0.4, 0.6, -0.5], [1.1, 0.2, 0.3], [0.1, -0.7, 0.2], [-0.8, 0.5, 0.0], [-1.5, -0.7, 0.4], [-0.2, -0.5, -0.2], [0.8, 0.1, 0.0], [-1.1, -0.2, -0.6], [0.4, -0.2, -0.1], [-0.1, -0.1, 0.5], [-0.2, -1.2, -0.3], [0.9, 0.9, -0.4], [-1.4, -0.5, -1.6], [-1.6, -1.3, 0.4], [1.0, -1.3, 0.2], [-1.9, -0.4, 0.6], [1.9, 0.8, -0.9], [0.5, 0.3, -0.3], [-0.2, -0.4, 0.0], [0.3, 0.7, -1.2], [-0.4, 0.4, 0.4], [-0.4, 0.2, 0.4], [0.1, 0.4, -0.2], [-0.7, -0.1, -0.5], [0.8, -0.3, 1.3], [0.7, 0.3, -0.3], [0.2, 0.6, -0.2], [0.3, 0.5, -0.3], [-0.4, 0.1, 0.2], [0.0, 0.8, 0.5], [0.0, 1.0, 0.7], [-0.1, 0.3, -1.2], [1.9, -1.0, 0.2], [-0.1, -0.3, 0.7], [-0.6, -0.9, 0.5], [-0.1, 0.6, 0.0], [-0.3, -0.4, 0.3], [-0.4, -0.2, 1.0], [0.3, 0.2, 0.0], [-0.2, -0.1, 0.1], [-1.0, 0.3, -0.4], [-0.1, 1.7, 0.4], [1.3, -0.2, 2.4], [-0.6, 0.9, 0.3], [-1.7, -1.4, 1.1], [-0.1, 0.8, -1.7], [1.1, -0.7, -1.5], [0.7, 0.9, -0.2], [0.2, 0.3, 0.2], [-2.3, -0.5, 0.7], [0.0, -0.1, -0.4], [0.5, -0.4, 0.3], [-0.1, 0.2, 0.1], [0.2, 0.1, -0.8], [0.0, -1.9, 0.0], [-0.2, 0.0, -0.6], [0.2, -0.6, 0.4], [0.2, -0.1, -0.2], [0.0, 0.5, 0.9], [0.3, 0.2, 0.4], [-0.3, -0.6, 0.4], [1.3, 0.3, 0.0], [-0.2, -0.1, -0.7], [-0.8, 1.0, 0.0], [-0.3, -0.5, -0.4], [-0.3, -0.2, 0.4], [0.3, -0.1, 0.4], [0.2, -0.3, -0.3], [1.7, 0.7, -0.9], [-0.2, -0.1, 0.0], [0.7, 0.6, 1.6], [-1.1, 0.1, -1.2], [-1.7, -0.9, 1.1], [1.9, -0.1, 1.2], [0.7, -0.4, -1.0], [-0.4, 1.0, -0.5], [-1.7, -1.6, 1.8], [1.4, 0.2, -1.9], [-0.8, 1.1, 0.6], [-0.1, -0.6, -0.8], [-0.5, -0.2, -0.9], [0.1, 0.4, -0.4], [0.5, -0.3, -0.7], [0.4, 0.8, -0.3], [-0.1, -0.5, 0.5], [-0.3, -0.6, 0.2], [-0.1, -0.7, -0.7], [-0.5, 0.4, -0.1], [-0.1, -0.5, 1.2], [-0.1, 1.0, -0.1], [0.6, 0.0, 0.1], [-0.1, -0.5, -0.4], [0.0, 0.1, -0.2], [0.2, 1.2, -0.1], [1.3, 0.4, -1.0], [-1.0, -0.3, 0.7], [0.3, -0.7, 0.8], [-0.4, -0.4, 0.2], [0.1, 1.0, 0.3], [0.7, 0.0, -0.1], [1.6, -0.2, 0.1], [-1.5, 1.3, 0.0], [0.5, -1.0, 0.3], [1.0, 1.1, -0.1], [-0.9, -0.8, 0.8], [1.5, 0.1, -0.3], [0.5, 0.9, 0.2], [0.8, 0.6, 1.6], [-2.0, -1.1, -0.5], [-1.4, 0.6, -0.7], [-0.7, -0.6, 1.0], [-0.7, 0.4, 0.4], [-0.2, -0.5, 0.3], [0.1, -0.6, -0.1], [0.3, 0.2, -1.2], [-0.6, -0.1, 0.2], [-0.4, 0.0, -0.2], [0.0, 0.0, 0.1], [-0.1, -0.5, -0.6], [0.3, 0.5, -1.1], [0.7, 0.1, 0.1], [0.4, 0.4, 0.4], [1.7, -0.3, -0.8], [0.0, 0.7, 0.4], [-0.1, -0.3, 0.2], [0.5, 0.6, 0.4], [-0.1, 1.9, 0.3], [1.0, -1.1, -1.4], [-0.2, -1.0, 0.6], [-0.4, -0.2, 0.0], [0.3, 0.1, -0.1], [-0.4, -0.6, -0.1], [-0.8, -0.2, -0.4], [1.2, -0.3, -1.0], [-1.0, -0.5, 0.3], [-0.1, -0.6, -0.5], [-0.7, 0.3, 1.2], [0.4, 0.0, 0.0], [0.5, 0.3, -0.1], [0.3, -1.2, 1.7], [0.1, 1.0, -0.5], [0.7, 0.8, -0.2], [0.1, -1.7, 1.2], [-0.2, 0.6, -0.5], [0.3, 0.4, -1.2], [-0.4, 0.0, -0.8], [-1.0, -0.9, -0.4], [0.0, 2.4, -1.0], [-0.4, 0.0, 0.2], [0.0, -1.6, 1.1], [-0.1, -0.1, -0.2], [0.5, 0.0, 0.4], [0.5, 0.3, -0.3]]}